Here is 14 unconnected molecules or ions with the total composition C27H81NO23 in a non-equilibrium geometry from the Open Molecules 2025 dataset. Energies are from ωB97M-V with the def2-TZVPD basis set.

Structure (XYZ):
```
132
C27H81NO23 (ωB97M-V with the def2-TZVPD basis set)
O -4.1291 -4.3862 -3.5752
O -4.8171 -0.4619 -1.4657
O -0.8083 -1.8055 0.6046
O -0.0457 -4.3650 -3.2542
O -0.5336 -0.7543 -4.1571
O 2.5129 -0.7745 -0.1443
O -4.6755 -3.4015 3.0083
O 0.9121 -5.6741 3.0850
O 1.0917 1.6475 -3.0961
O 0.0086 0.9693 -0.1992
O 2.5438 -4.4528 5.2137
O -2.0253 -2.5282 3.1439
O -1.4912 5.2682 0.5446
O -3.0929 0.1598 2.8952
O -4.6784 -6.3174 -1.5667
O 2.1260 -1.1175 -3.1836
O 5.1913 -0.7749 0.8225
O -4.5302 3.0657 -2.4661
O -3.2681 -1.6840 -3.5181
O 5.2112 3.9963 0.1468
O 1.7602 -5.0427 -0.9688
O -0.2169 3.5507 -1.3481
O -5.1896 -1.2103 1.0131
N 4.0386 4.4249 0.7827
C 2.8911 -1.3960 1.0987
C -1.5518 -0.9210 -0.2265
C 3.9428 2.6984 2.5736
C 3.2350 3.3416 1.3503
C -5.1547 1.7704 -2.3094
C 2.6757 6.2258 1.7253
C -5.8970 -3.1660 2.3078
C -4.2751 0.8408 -1.4756
C 1.2851 -4.3171 3.0785
C -1.6483 3.7099 -1.2963
C -3.3369 -5.9102 -1.8792
C -3.4551 -4.4484 -2.2889
C 1.9181 5.1902 2.5848
C -0.6490 -0.0071 -1.0194
C 1.8801 3.8867 1.8395
C 4.1032 5.7797 1.3188
C 2.6895 0.0150 -3.8915
C 2.9252 2.3490 0.2387
C 2.4579 1.2991 -3.0876
C 1.4966 -3.7216 -1.4636
C -2.1318 4.0893 0.1014
C 1.5100 -3.7916 4.4847
C 4.2981 -1.9026 0.8875
C 0.0797 -3.6660 -1.9970
C -5.6219 -2.5458 0.9586
C 4.5523 6.7532 0.2330
C 5.0114 5.8553 2.5344
H 0.7960 -4.8217 -3.3488
H 3.2700 1.8843 2.8656
H -2.9940 -2.5943 3.2515
H -6.5293 -2.5309 2.9460
H -2.3836 -1.8093 -3.8961
H 2.9044 -0.7449 1.9719
H -4.7968 -3.1657 0.5829
H 2.0307 6.5086 0.8876
H 1.2549 4.0165 0.9509
H 2.2763 1.5786 0.6510
H 4.5233 5.8026 3.5070
H 0.2023 -0.5481 -1.4302
H 4.4200 -2.3777 -0.0923
H 2.9875 2.0702 -3.6552
H 4.6249 -2.5602 1.6908
H 3.7446 -0.2912 -3.9259
H -2.2921 -0.3133 0.2986
H -6.5567 -4.0335 2.2297
H 2.7324 7.1742 2.2686
H -2.6539 -6.0936 -1.0488
H 2.1998 -4.1472 2.4992
H -1.2732 0.3923 -1.8176
H 5.7562 5.0575 2.4864
H 0.4543 -3.7236 2.6713
H 1.5971 -2.9630 -0.6822
H -6.5345 -2.6447 0.3660
H 0.5911 -3.7917 5.0903
H 5.7432 3.5831 0.8508
H 0.1127 3.9215 -2.1723
H -4.5993 -7.2002 -1.1873
H -3.8259 -0.3132 2.4707
H 2.3392 -0.0135 -4.9228
H -4.6313 -5.2106 -3.5919
H -4.7033 -4.2981 3.3537
H -0.4389 0.1948 -4.2986
H -3.9706 2.9887 -3.2413
H 2.5202 2.8270 -0.6551
H -3.2167 4.1874 0.0139
H 4.3875 7.7717 0.5983
H -0.4294 1.8208 -0.1310
H 2.6926 -5.1281 -0.7576
H 0.8674 5.4743 2.7012
H 1.8343 -0.1070 0.0415
H 1.0745 -6.0275 2.2051
H -1.6685 -3.0396 3.8775
H 5.5871 6.7858 2.5176
H -0.6029 -4.0652 -1.2420
H -3.7375 -2.5235 -3.6813
H 5.6143 6.7596 -0.0272
H 2.5735 -3.9840 6.0533
H -2.9388 -6.4179 -2.7643
H -4.3253 -0.9440 -2.1487
H -5.1922 -0.8700 0.1127
H -6.1773 1.9434 -1.9664
H -4.0377 -3.8547 -1.5803
H 1.6862 -2.7071 4.4365
H -3.3080 0.8667 -1.9874
H 2.8258 1.0304 -2.0985
H -1.9659 4.4895 -1.9916
H 4.9302 -0.2905 0.0307
H -2.0388 -1.5964 -0.9383
H 4.9152 2.2423 2.3940
H -5.2602 1.4354 -3.3483
H -1.3368 5.9303 -0.1325
H -2.4888 -3.9714 -2.4354
H -2.2982 -0.2833 2.5788
H 4.0223 6.6051 -0.7077
H 0.3458 -1.0460 -3.8536
H -0.1793 -2.6288 -2.2284
H 2.1914 -2.2319 1.2036
H 3.8159 1.9125 -0.2255
H -2.0454 2.7477 -1.6228
H 2.4170 -1.0960 -2.2643
H 2.2663 -3.5426 -2.2210
H 1.4093 3.0660 2.3889
H 2.3040 5.2398 3.6058
H -4.1322 1.1975 -0.4500
H -1.2603 -2.0556 1.4168
H 3.9095 3.4232 3.3831
H -1.8523 3.3544 0.8568
H 0.7997 1.9748 -2.2336
```

Summary:
Total charge: 0
Total energy in eV: -77890.0219
Lowest unoccupied orbital energy in eV: 0.3
HOMO in eV: -7.9
Orbital gap in eV: 8.2